--- w ---
{"formula": "C2H4NO2", "method": "ωB97M-V/def2-TZVPD", "gap_ev": 7.535, "total_charge": -1, "homo_ev": -3.39, "spin_multiplicity": 1, "elements": ["O", "C", "N", "C", "O", "H", "H", "H", "H"], "coordinates": [[0.26, -1.48, -2.01], [-0.41, -1.19, -1.00], [-0.96, -0.05, -0.67], [0.71, 1.05, 1.34], [1.08, 1.99, 2.02], [-0.61, -1.98, -0.23], [-1.12, 0.45, -1.54], [-0.13, 0.45, 1.69], [1.19, 0.76, 0.40]]}

=====

--- x ---
{"formula": "C2H4NO2", "method": "ωB97M-V/def2-TZVPD", "gap_ev": 7.657, "total_charge": -1, "homo_ev": -3.09, "spin_multiplicity": 1, "elements": ["C", "C", "N", "O", "O", "H", "H", "H", "H"], "coordinates": [[1.06, -0.79, -0.15], [0.59, -0.04, 1.06], [1.37, 0.51, 0.19], [2.06, 1.50, -0.26], [-1.67, 1.11, -0.24], [1.89, -1.60, -0.07], [0.60, -1.00, -1.11], [-1.40, 1.93, -0.54], [-1.38, 0.99, 0.60]]}

=====

--- y ---
{"formula": "C2H4NO2", "method": "ωB97M-V/def2-TZVPD", "gap_ev": 6.214, "total_charge": -1, "homo_ev": -1.84, "spin_multiplicity": 1, "smiles": "[O-]N1C[C@H]1O", "elements": ["O", "N", "C", "C", "O", "H", "H", "H", "H"], "coordinates": [[1.35, 0.10, -1.67], [0.95, 0.17, -0.38], [0.00, -0.96, 0.14], [-0.42, 0.52, -0.02], [-0.67, 1.35, 1.05], [0.24, -1.47, 1.01], [-0.26, -1.64, -0.78], [-1.35, 0.79, -0.80], [0.17, 1.15, 1.44]]}

=====

Stability ranking, top and bottom: w is the most stable and x is the least stable.

=====

--- w ---
{"formula": "C6H15N3", "method": "ωB97M-V/def2-TZVPD", "gap_ev": 9.176, "homo_ev": -8.36, "spin_multiplicity": 1, "smiles": "[H]/N=C\\N(C)C.CC(C)=N", "elements": ["H", "N", "C", "N", "C", "C", "H", "H", "H", "H", "H", "H", "H", "C", "C", "C", "N", "H", "H", "H", "H", "H", "H", "H"], "coordinates": [[-1.84, 1.25, 0.81], [-1.26, 1.84, 0.22], [-0.03, 1.37, 0.23], [0.55, 0.75, 1.36], [1.90, 0.21, 1.26], [-0.07, 0.67, 2.66], [0.72, 1.96, -0.32], [2.42, 0.51, 0.34], [2.54, 0.53, 2.08], [1.84, -0.88, 1.29], [0.66, 0.81, 3.47], [-0.51, -0.32, 2.80], [-0.84, 1.42, 2.83], [-1.08, -0.49, -2.78], [-0.19, -0.51, -1.56], [-0.74, -1.60, -0.39], [1.10, -0.40, -1.70], [-1.48, 0.51, -2.95], [-0.51, -0.79, -3.67], [-1.91, -1.18, -2.70], [-1.70, -1.26, -0.02], [-0.02, -1.74, 0.41], [-0.89, -2.50, -0.98], [1.35, -0.16, -2.67]]}

=====

--- x ---
{"formula": "C6H15N3", "method": "ωB97M-V/def2-TZVPD", "gap_ev": 9.939, "homo_ev": -9.16, "spin_multiplicity": 1, "smiles": "[H]/N=C(\\N)C(C)C.[H]/N=C/C", "elements": ["H", "N", "C", "N", "C", "C", "C", "H", "H", "H", "H", "H", "H", "H", "H", "H", "H", "N", "C", "C", "H", "H", "H", "H"], "coordinates": [[0.97, -0.03, 2.72], [0.63, -0.11, 1.77], [0.70, 0.97, 1.10], [1.21, 2.15, 1.55], [0.21, 0.95, -0.33], [1.36, 1.26, -1.29], [-0.96, 1.92, -0.53], [1.43, 2.25, 2.52], [1.08, 2.99, 1.02], [-0.14, -0.06, -0.53], [2.19, 0.57, -1.13], [1.73, 2.28, -1.15], [1.02, 1.16, -2.32], [-1.74, 1.71, 0.19], [-0.64, 2.95, -0.42], [-1.37, 1.80, -1.53], [-2.69, -1.45, 0.57], [-2.30, -2.16, -0.05], [-1.10, -2.46, 0.17], [-0.42, -3.48, -0.67], [-0.48, -2.01, 0.96], [-0.08, -4.30, -0.04], [0.46, -3.04, -1.13], [-1.09, -3.85, -1.43]]}

=====

Stability ranking, top and bottom: x is the most stable and w is the least stable.

=====

--- w ---
{"formula": "C4H6FN", "method": "ωB97M-V/def2-TZVPD", "gap_ev": 9.581, "homo_ev": -10.19, "spin_multiplicity": 1, "elements": ["C", "C", "C", "C", "H", "H", "H", "H", "H", "H", "N", "F"], "coordinates": [[0.61, -0.16, 1.42], [0.28, 0.29, -0.05], [-0.38, 1.63, -0.30], [-0.91, -0.69, -0.34], [1.70, -0.93, 0.95], [-0.47, -1.48, 2.16], [0.72, 1.09, 2.59], [-1.59, 1.46, 0.06], [0.27, 2.70, -0.16], [-0.33, 1.67, -1.47], [-1.61, -1.60, -0.20], [1.48, 0.03, -0.80]]}

=====

--- x ---
{"formula": "C4H6FN", "method": "ωB97M-V/def2-TZVPD", "gap_ev": 10.261, "homo_ev": -9.42, "spin_multiplicity": 1, "smiles": "[H]/N=C(\\C)C(=C)F", "elements": ["H", "N", "C", "C", "C", "C", "F", "H", "H", "H", "H", "H"], "coordinates": [[1.91, 0.99, 0.96], [0.90, 1.10, 0.54], [0.40, -0.01, 0.23], [1.18, -1.26, -0.14], [-1.24, -0.01, -0.08], [-1.74, 1.23, -0.13], [-1.84, -1.16, -0.27], [2.17, -0.96, -0.72], [0.59, -1.75, -0.86], [1.57, -1.78, 0.81], [-2.80, 1.53, -0.21], [-1.10, 2.08, -0.13]]}

=====

Stability ranking, top and bottom: x is the most stable and w is the least stable.

=====

--- w ---
{"formula": "C3H4O3", "method": "ωB97M-V/def2-TZVPD", "gap_ev": 9.511, "homo_ev": -9.86, "spin_multiplicity": 1, "smiles": "O=CC(O)C=O", "elements": ["O", "C", "C", "O", "C", "O", "H", "H", "H", "H"], "coordinates": [[-2.05, -0.06, -0.55], [-1.11, 0.61, 0.14], [0.11, -0.25, 0.55], [-0.20, -1.61, 0.53], [0.90, 0.27, -0.79], [1.39, 1.38, -0.78], [-1.02, 1.84, 0.44], [0.48, 0.18, 1.48], [0.66, -1.95, 0.89], [0.82, -0.40, -1.92]]}

=====

--- x ---
{"formula": "C3H4O3", "method": "ωB97M-V/def2-TZVPD", "gap_ev": 9.437, "homo_ev": -9.69, "spin_multiplicity": 1, "elements": ["C", "C", "C", "O", "O", "O", "H", "H", "H", "H"], "coordinates": [[0.59, 0.78, -1.38], [-0.18, 0.48, 0.08], [-0.60, -0.98, 0.38], [0.07, 1.40, -2.27], [1.57, 0.14, -1.04], [0.16, 1.24, 1.07], [-0.56, -1.01, 1.52], [0.18, -1.62, -0.04], [-1.53, -1.32, -0.20], [0.30, 0.89, 1.90]]}

=====

--- y ---
{"formula": "C3H4O3", "method": "ωB97M-V/def2-TZVPD", "gap_ev": 10.940, "homo_ev": -10.23, "spin_multiplicity": 1, "smiles": "O=C1COCO1", "elements": ["O", "C", "C", "O", "C", "O", "H", "H", "H", "H"], "coordinates": [[2.01, -1.16, -0.23], [0.90, -0.71, -0.09], [0.61, 0.78, 0.18], [-0.71, 0.81, 0.77], [-1.37, -0.10, 0.03], [-0.22, -1.37, -0.20], [0.63, 1.33, -0.78], [1.32, 1.22, 0.88], [-1.54, 0.22, -1.01], [-1.64, -1.04, 0.47]]}

=====

Stability ranking, top and bottom: x is the most stable and w is the least stable.

=====

--- w ---
{"formula": "C3H4O3", "method": "ωB97M-V/def2-TZVPD", "gap_ev": 11.458, "homo_ev": -10.96, "spin_multiplicity": 1, "elements": ["C", "C", "C", "H", "H", "H", "H", "O", "O", "O"], "coordinates": [[0.70, -0.32, 0.40], [-0.30, -1.41, 0.06], [-0.48, 0.57, 0.12], [1.68, 0.38, -1.05], [0.91, -0.17, 1.58], [-0.75, -2.10, 0.88], [-0.23, -1.85, -0.97], [1.94, 0.13, -0.23], [-1.38, -0.53, -0.30], [-0.70, 1.74, 0.04]]}

=====

--- x ---
{"formula": "C3H4O3", "method": "ωB97M-V/def2-TZVPD", "gap_ev": 9.142, "homo_ev": -9.02, "spin_multiplicity": 1, "elements": ["O", "C", "C", "O", "C", "O", "H", "H", "H", "H"], "coordinates": [[-1.33, -1.04, -0.01], [-0.15, -0.01, -0.63], [0.02, 1.27, 0.15], [1.42, 0.91, 0.37], [1.13, -0.39, -0.01], [1.74, -1.39, 0.22], [-0.85, -1.87, 0.24], [-1.40, -1.03, -1.00], [-0.52, 1.35, 1.10], [-0.06, 2.20, -0.43]]}

=====

--- y ---
{"formula": "C3H4O3", "method": "ωB97M-V/def2-TZVPD", "gap_ev": 9.476, "homo_ev": -9.33, "spin_multiplicity": 1, "elements": ["O", "C", "O", "C", "C", "O", "H", "H", "H", "H"], "coordinates": [[2.70, -0.01, -0.27], [1.58, -0.01, -0.21], [0.68, 1.89, 0.06], [-0.50, 1.65, 0.00], [-0.53, -1.65, 0.11], [0.64, -1.89, -0.07], [-1.26, 2.22, 0.52], [-0.99, 1.10, -0.81], [-0.92, -1.06, 0.93], [-1.37, -2.23, -0.26]]}

=====

--- z ---
{"formula": "C3H4O3", "method": "ωB97M-V/def2-TZVPD", "gap_ev": 10.006, "homo_ev": -9.94, "spin_multiplicity": 1, "smiles": "O=CC(O)C=O", "elements": ["O", "C", "C", "O", "C", "O", "H", "H", "H", "H"], "coordinates": [[1.37, -1.05, 1.23], [0.20, -0.94, 0.97], [-0.33, -0.21, -0.26], [-1.56, 0.41, 0.01], [0.71, 0.74, -0.87], [0.49, 1.36, -1.88], [-0.60, -1.37, 1.61], [-0.55, -0.98, -1.02], [-1.40, 1.20, 0.54], [1.67, 0.83, -0.33]]}

=====

Stability ranking, top and bottom: z is the most stable and x is the least stable.

=====

--- w ---
{"formula": "C4H8N", "method": "ωB97M-V/def2-TZVPD", "gap_ev": [8.240, 7.316], "total_charge": 1, "homo_ev": [-11.22, -15.78], "spin_multiplicity": 3, "elements": ["C", "C", "C", "C", "N", "H", "H", "H", "H", "H", "H", "H", "H"], "coordinates": [[1.91, 0.53, 0.96], [0.59, -0.17, 1.12], [0.99, 0.61, -0.20], [0.44, -0.75, -0.17], [-1.61, -0.43, -0.86], [1.90, 1.43, 1.58], [2.71, -0.21, 0.91], [-0.25, 0.02, 1.86], [0.57, 1.38, -0.83], [0.46, -1.76, -0.70], [-1.48, -0.39, -1.85], [-1.64, 0.55, -0.68], [-2.46, -0.97, -0.71]]}

=====

--- x ---
{"formula": "C4H8N", "method": "ωB97M-V/def2-TZVPD", "gap_ev": [10.115, 11.325], "total_charge": 1, "homo_ev": [-13.25, -18.11], "spin_multiplicity": 3, "elements": ["C", "C", "C", "C", "N", "H", "H", "H", "H", "H", "H", "H", "H"], "coordinates": [[1.78, 0.00, -0.16], [0.65, -1.01, 0.13], [0.64, 1.00, 0.13], [-1.74, -0.01, -0.02], [-0.34, 0.00, -0.44], [2.64, 0.00, 0.51], [2.11, 0.00, -1.19], [0.44, -1.36, 1.13], [0.41, 1.39, 1.11], [-2.18, 0.97, -0.22], [-2.29, -0.77, -0.57], [-1.81, -0.22, 1.05], [-0.29, 0.00, -1.47]]}

=====

--- y ---
{"formula": "C4H8N", "method": "ωB97M-V/def2-TZVPD", "gap_ev": [6.617, 9.721], "total_charge": 1, "homo_ev": [-10.91, -17.37], "spin_multiplicity": 3, "elements": ["C", "C", "C", "C", "N", "H", "H", "H", "H", "H", "H", "H", "H"], "coordinates": [[1.62, 0.08, -0.31], [0.83, 1.09, 0.08], [0.67, -0.94, 0.10], [-1.52, 0.16, -0.26], [-0.25, 0.09, 0.50], [2.61, -0.02, -0.68], [0.77, 2.22, 0.29], [0.24, -1.47, -0.83], [0.98, -1.66, 0.97], [-1.35, 0.08, -1.33], [-2.21, -0.64, -0.27], [-2.02, 1.03, -0.06], [-0.38, -0.02, 1.79]]}

=====

--- z ---
{"formula": "C4H8N", "method": "ωB97M-V/def2-TZVPD", "gap_ev": [7.110, 7.757], "total_charge": 1, "homo_ev": [-10.80, -15.90], "spin_multiplicity": 3, "elements": ["C", "C", "C", "C", "N", "H", "H", "H", "H", "H", "H", "H", "H"], "coordinates": [[2.15, 0.20, -1.13], [1.09, -0.19, -0.69], [-1.09, 0.93, -0.43], [-0.23, -0.29, -0.20], [-0.07, -0.74, 1.31], [3.17, 0.42, -1.33], [-1.17, 1.69, 0.44], [-0.61, 1.54, -1.06], [-2.12, 0.70, -0.75], [-1.02, -1.57, -0.85], [0.11, -1.72, 1.19], [-0.93, -0.48, 1.70], [0.72, -0.48, 1.80]]}

=====

Stability ranking, top and bottom: x is the most stable and z is the least stable.